[1]
Here is C11H13NO2 as an isolated structure at a distorted geometry from OMol25. Energies are from wB97M-V/def2-TZVPD.

**Net charge**: 0
**2S+1**: 1
**Energy**: -632.0064 Eh
**Energy above the lowest of the compared OMol25 structures with the same formula, charge and spin**: 585.67 kJ/mol
**HOMO level (alpha / beta)**: -7.909 / -7.911 eV

XYZ file:
```
27
Properties=species:S:1:pos:R:3:forces:R:3:lowdin_charge:R:1
C 3.492326 -0.619585 -0.536070 1.8239 -2.6140 -1.6379 -0.136
C 3.700245 0.252377 0.552020 1.2770 0.8952 2.4706 -0.098
C 2.396636 -0.547080 -1.318803 -0.4323 -1.9548 -1.2706 -0.065
C 2.732818 1.114340 0.945874 1.3446 -1.6127 -1.7645 -0.033
C 0.092556 0.262565 -1.530502 -3.0277 1.5236 2.0921 0.140
C 1.288850 0.317142 -0.941205 0.0918 0.1655 -0.1212 -0.232
C 1.516112 1.248066 0.212657 -1.8877 0.4083 -1.0384 -0.263
C -0.647889 2.327938 -0.044843 -0.2663 0.2576 1.4469 -0.166
C -1.375266 1.067905 -0.470870 4.2412 -3.8195 -2.4138 -0.358
C -3.111645 -1.747372 1.165676 2.2117 -1.8207 -0.3447 -0.130
C -1.504671 -0.151227 0.589662 -2.9993 1.4552 -2.9676 -0.064
N 0.702980 2.203625 0.523150 -0.0154 -0.9717 0.5793 0.082
O -2.502372 1.284227 -1.211409 -0.7892 -2.0039 -0.7339 -0.010
O -2.638095 -1.009319 0.066864 1.5888 1.6695 0.9972 -0.213
H 4.334944 -1.427939 -0.665139 -1.8979 1.6228 -0.2144 0.137
H 4.711402 0.169510 1.146573 -2.2221 0.2388 -1.2024 0.143
H 2.153262 -1.301386 -2.186884 0.8442 1.5457 1.8017 0.147
H 2.865564 1.729370 1.745065 0.3191 1.6932 2.1446 0.077
H -0.253106 -0.348778 -2.351628 0.3883 -0.1219 -0.2229 0.087
H -0.485840 3.054777 -0.912353 -1.1555 -0.6657 1.1998 0.156
H -1.262159 2.640515 0.902784 0.8389 0.6468 -1.9967 0.148
H -2.242120 -2.413730 1.565554 -1.4708 1.0158 -0.3036 0.122
H -3.886526 -2.401124 0.831993 -0.5574 -0.4446 -0.3168 0.076
H -3.485099 -1.114086 1.921722 -0.3773 0.7472 1.1090 0.069
H -1.780279 0.365458 1.479889 -0.4815 -0.1478 1.2290 0.108
H -0.708782 -0.830912 0.704854 1.3620 -0.1963 0.0988 0.105
H -2.903459 0.375155 -1.534461 1.2489 2.4886 1.3805 0.170
```
Forces are in eV/Å.

[2]
Here is C3Br6 as an isolated structure at a distorted geometry from OMol25. Energies are from wB97M-V/def2-TZVPD.

**Net charge**: 0
**2S+1**: 1
**Energy**: -15558.3319 Eh
**Energy above the lowest of the compared OMol25 structures with the same formula, charge and spin**: 0.00 kJ/mol
**HOMO level**: -9.970 eV

XYZ file:
```
9
Properties=species:S:1:pos:R:3:forces:R:3:lowdin_charge:R:1
C 0.013390 0.053311 0.842184 -0.0547 -0.0564 0.4164 -1.418
C -0.049293 0.841619 -0.458511 0.4535 -2.2654 0.1595 -1.332
C 0.009042 -0.828211 -0.373118 0.2979 1.6612 -0.9893 -1.309
Br -1.551863 -0.029894 1.920277 0.0090 0.1738 0.4739 0.690
Br 1.613307 0.140517 1.918983 -0.4564 0.0061 0.0416 0.667
Br -1.702653 1.581702 -1.014622 0.5097 0.3897 -0.0778 0.695
Br 1.573529 1.678332 -1.015035 -0.7017 0.3451 -0.2011 0.680
Br 1.676815 -1.637311 -0.914886 -0.9257 -0.1369 0.0514 0.660
Br -1.596069 -1.737908 -0.915551 0.8684 -0.1171 0.1254 0.667
```
Forces are in eV/Å.

[3]
Here is C19H16BF6MnN5S as an isolated structure from OMol25. Energies are from wB97M-V/def2-TZVPD.

**Net charge**: 0
**2S+1**: 2
**Energy**: -3180.9153 Eh
**Energy above the lowest of the compared OMol25 structures with the same formula, charge and spin**: 1.27 kJ/mol
**HOMO level (alpha / beta)**: -8.077 / -7.272 eV

XYZ file:
```
49
Properties=species:S:1:pos:R:3:forces:R:3:lowdin_charge:R:1
Mn -0.173461 -0.243596 0.253800 0.1533 0.5231 0.7356 0.379
C -2.919513 2.951272 -0.429599 0.0120 0.0304 0.0560 -0.001
C -1.720559 2.066627 -0.341075 0.2295 -0.1822 0.1230 -0.224
N -1.399335 1.279477 0.635218 -0.4054 0.2285 -0.5156 0.001
N -2.258472 1.129739 1.689215 0.0124 0.2580 -0.0111 0.037
C -1.990013 0.156709 2.588839 -0.0955 -0.0049 0.1239 -0.789
N -2.941784 -0.055342 3.516017 0.0764 0.0349 -0.0668 0.125
S -0.526434 -0.651461 2.566995 -0.0326 -0.2816 0.1387 0.850
C -0.763352 1.972502 -1.451504 -0.0012 -0.1055 0.2009 -0.181
C -0.688629 2.889467 -2.495258 0.0979 -0.1491 0.0046 0.003
C 0.280007 2.706919 -3.464312 -0.0418 0.0330 0.0121 -0.046
C 1.146676 1.627078 -3.362794 0.0471 -0.0324 -0.0224 -0.035
C 1.016384 0.762017 -2.294437 -0.1051 0.0721 -0.0110 -0.071
N 0.074674 0.918015 -1.359728 0.0722 0.0238 -0.3112 0.039
H -3.764561 2.566168 0.135998 -0.0063 0.0103 -0.0160 0.070
H -3.250587 3.017030 -1.463906 -0.0017 0.0109 0.0038 0.092
H -2.682063 3.957602 -0.076411 -0.0292 0.0069 0.0156 0.102
H -3.208782 1.451621 1.565544 0.0061 -0.0757 -0.0450 0.138
H -3.896783 0.169019 3.282082 -0.0012 0.0291 0.0315 0.118
H -2.823905 -0.888718 4.067568 0.0221 -0.0224 -0.0197 0.105
H -1.364149 3.730789 -2.540202 -0.0289 0.0019 0.0266 0.114
H 0.361379 3.405889 -4.285576 0.0246 -0.0099 -0.0163 0.112
H 1.918929 1.453069 -4.098218 -0.0005 0.0202 -0.0088 0.110
H 1.677342 -0.083766 -2.157367 -0.0070 -0.0052 -0.0129 0.125
F 4.108414 2.833772 1.482526 0.0019 -0.0037 -0.0026 0.052
C 3.613619 1.606350 1.209915 0.0459 0.0014 0.0076 -0.277
C 2.264078 1.460323 0.978647 -0.0291 -0.0694 0.0200 -0.037
C 1.733184 0.197917 0.696289 -0.0880 0.1321 -0.0757 -0.179
C 2.624105 -0.896617 0.655422 0.0630 0.1127 0.0131 -0.131
C 3.981923 -0.689977 0.891162 -0.0793 0.0204 -0.0102 -0.215
F 4.849752 -1.728620 0.837069 0.0228 -0.0068 0.0105 0.055
C 4.509322 0.549587 1.171767 -0.0423 0.0019 -0.0032 0.054
C 1.990768 -2.180007 0.353997 -0.0655 -0.0383 0.0009 -0.190
C 2.578783 -3.446459 0.391179 -0.0115 0.1029 -0.0086 0.006
C 1.808526 -4.557956 0.116251 -0.0012 -0.0333 -0.0061 -0.055
C 0.463165 -4.404461 -0.189110 -0.0213 -0.0015 -0.0122 -0.049
C -0.059581 -3.129170 -0.208390 0.1321 0.0964 0.0117 -0.081
N 0.680703 -2.040847 0.053117 -0.0660 -0.5153 -0.4111 -0.002
H 1.634310 2.341798 1.028816 -0.0160 0.0018 -0.0044 0.108
H 5.564783 0.687345 1.350986 0.0099 0.0026 0.0005 0.127
H 3.622085 -3.542414 0.641284 0.0026 -0.0212 -0.0001 0.106
H 2.255925 -5.543010 0.145284 -0.0044 -0.0085 0.0012 0.109
H -0.173892 -5.249603 -0.405266 0.0046 -0.0092 0.0002 0.107
H -1.100670 -2.942565 -0.433438 -0.0234 -0.0305 -0.0037 0.114
F -3.979540 -2.023424 -1.163595 0.0287 0.0009 -0.0537 0.165
B -3.448768 -1.148782 -0.253681 -0.1948 0.0976 0.1837 -1.227
F -4.134709 0.085639 -0.233193 0.0490 0.0233 -0.0069 0.106
F -3.416126 -1.675481 1.039424 0.0065 -0.0215 -0.0231 0.117
F -2.073154 -0.851461 -0.637367 0.2786 -0.2490 -0.0437 0.043
```
Forces are in eV/Å.

[4]
Here is C10H8NO3PtS4Sb as an isolated structure from OMol25. Energies are from wB97M-V/def2-TZVPD.

**Net charge**: +1
**2S+1**: 2
**Energy**: -2618.4092 Eh
**Energy above the lowest of the compared OMol25 structures with the same formula, charge and spin**: 0.00 kJ/mol
**HOMO level (alpha / beta)**: -12.444 / -12.343 eV

XYZ file:
```
28
Properties=species:S:1:pos:R:3:forces:R:3:lowdin_charge:R:1
Pt 0.262474 0.682361 1.406557 -0.0688 -0.2005 -0.0189 0.843
S -3.047488 3.068405 2.046704 0.0591 -0.0122 0.0308 0.011
Sb -0.895978 3.612939 2.873401 -0.0259 -0.0187 -0.0065 0.432
S 0.391738 2.852198 0.910212 0.1182 -0.2425 -0.0747 -0.015
S -0.636124 1.264876 3.426487 -0.1348 0.0640 -0.0017 0.043
O -0.106839 -1.927827 -1.408457 0.0130 0.0663 0.0284 0.094
C 0.800467 -0.927056 -1.359773 -0.0394 -0.0720 -0.0199 -0.280
C 1.048886 -0.069843 -2.413346 0.0244 0.0673 -0.0927 0.009
C 2.021196 0.923649 -2.297933 -0.1119 -0.1027 0.0224 -0.039
C 2.752694 1.068465 -1.135046 0.0297 -0.0691 0.2177 -0.087
C 2.505815 0.214116 -0.061521 0.0435 0.1035 -0.2416 -0.087
C 1.506957 -0.777783 -0.146400 -0.1396 0.0597 0.2079 -0.177
C 1.327242 -1.771501 1.000176 0.4212 0.0246 -0.0807 -0.592
O 1.651335 -2.919101 0.954162 -0.0960 -0.0434 -0.0803 0.170
O 0.809289 -1.172490 2.065225 -0.0150 0.2275 -0.0323 -0.225
H -0.396307 -2.076914 -2.316335 -0.0300 0.0158 -0.0107 0.134
H 0.499540 -0.185419 -3.340389 -0.0064 0.0001 0.0011 0.129
H 2.207653 1.574816 -3.140976 0.0062 0.0117 -0.0018 0.122
H 3.518066 1.826174 -1.052294 0.0252 -0.0094 -0.0212 0.119
H 3.148397 0.244013 0.809830 -0.0889 0.0451 0.1159 0.135
S -3.246990 -1.985783 0.709103 0.0463 -0.0313 0.0241 1.154
C -3.315922 -0.603493 -0.292854 -0.0223 0.0566 -0.0063 -0.332
C -2.244457 0.190005 -0.081855 0.0323 0.0211 0.0055 -0.227
N -1.381959 -0.330983 0.859721 0.0244 0.0327 0.1160 -0.226
C -1.790152 -1.472325 1.371906 -0.0375 0.0609 -0.0704 -0.415
H -4.136567 -0.431015 -0.968272 -0.0077 -0.0033 -0.0069 0.091
H -2.021673 1.140022 -0.538573 -0.0103 -0.0192 -0.0266 0.109
H -1.231296 -2.010506 2.120541 -0.0090 -0.0326 0.0233 0.107
```
Forces are in eV/Å.

[5]
Here is a 2-piece molecular cluster, H3NOS2 overall at a distorted geometry from OMol25. Energies are from wB97M-V/def2-TZVPD.

**Net charge**: 0
**2S+1**: 1
**Energy**: -928.1088 Eh
**Energy above the lowest of the compared OMol25 structures with the same formula, charge and spin**: 73.81 kJ/mol
**HOMO level**: -9.401 eV

XYZ file:
```
7
Properties=species:S:1:pos:R:3:forces:R:3:lowdin_charge:R:1
N -1.333445 0.726078 -0.573455 -0.1373 -1.7078 -2.5187 -0.437
O 1.585045 -0.287003 -0.505381 0.4076 -2.2961 -3.5930 -0.168
S -2.516190 0.660262 2.008691 -0.3304 -1.0368 -0.7585 0.081
S -2.299633 -0.093413 0.221698 0.0746 1.6795 2.2498 0.380
H 2.497317 -0.484722 -0.923930 -1.9940 0.6312 1.2371 0.068
H -0.760287 1.462562 -0.255095 0.4214 1.0027 1.0107 -0.009
H 0.990809 -0.790558 -1.213369 1.5581 1.7272 2.3726 0.084
```
Forces are in eV/Å.

[6]
Here is a 2-piece molecular cluster, C2H10N2 overall at a distorted geometry from OMol25. Energies are from wB97M-V/def2-TZVPD.

**Net charge**: 0
**Structure (SMILES)**: CN.CN
**2S+1**: 1
**Energy**: -191.6481 Eh
**Energy above the lowest of the compared OMol25 structures with the same formula, charge and spin**: 129.44 kJ/mol
**HOMO level**: -9.057 eV

XYZ file:
```
14
Properties=species:S:1:pos:R:3:forces:R:3:lowdin_charge:R:1
C 0.334422 1.015490 -2.522261 0.9233 0.9323 0.0704 -0.219
N -0.850836 0.237781 -2.798792 -0.5288 -0.2491 -0.6829 -0.074
H 0.798513 0.706602 -1.580615 -0.0504 -0.0190 -0.1151 0.059
H 0.143219 2.091392 -2.447604 -0.4127 -0.1911 0.2781 0.068
H 1.107781 0.999700 -3.300012 -0.0379 -0.4188 -0.0262 0.064
H -1.543002 0.778728 -3.300097 -0.0969 0.3844 0.2753 0.052
H -0.636060 -0.463540 -3.493606 0.2053 -0.4421 0.2127 0.051
C -0.379457 -1.062808 2.639486 0.7853 2.7514 -1.6259 -0.168
N 0.832411 -0.220607 2.888555 0.5541 -0.4996 0.2525 -0.089
H 0.016736 -2.023497 2.331563 -0.8831 -0.7676 1.2711 0.068
H -0.937853 -0.763116 1.738130 0.3576 0.2381 -0.0873 0.059
H -1.040249 -0.702608 3.424270 -0.3171 -1.8263 0.5103 0.063
H 1.641825 -0.812141 2.854667 0.2910 -0.3499 0.3056 0.031
H 1.107546 0.515593 2.268761 -0.7896 0.4574 -0.6385 0.035
```
Forces are in eV/Å.

[7]
Here is C3H6N2O2 in the gas phase at a distorted geometry from OMol25. Energies are from wB97M-V/def2-TZVPD.

**Net charge**: 0
**Structure (SMILES)**: NC(=O)CNC=O
**2S+1**: 1
**Energy**: -377.8974 Eh
**Energy above the lowest of the compared OMol25 structures with the same formula, charge and spin**: 162.67 kJ/mol
**HOMO level**: -9.834 eV

XYZ file:
```
13
Properties=species:S:1:pos:R:3:forces:R:3:lowdin_charge:R:1
N -0.361300 -0.391080 2.310180 -0.2786 2.4396 -0.2772 0.145
C 0.375466 0.212127 1.305994 0.9759 2.1090 -1.3472 -0.451
O 0.671453 1.438065 1.291264 -1.1060 -3.4685 0.9208 0.006
C 0.620206 -0.544694 -0.083665 -0.4827 2.3849 1.0509 -0.072
N -0.214823 0.336119 -0.936596 0.3389 -0.9520 -0.5720 -0.002
C -0.151342 0.353911 -2.333102 -2.0671 0.8247 2.1072 -0.367
O 0.738155 -0.067278 -3.001398 0.6329 -0.6150 -0.5237 0.050
H -1.075137 0.272982 2.684315 1.1680 -1.0853 0.0669 0.134
H -0.567544 -1.362419 2.339962 -0.1771 -0.4929 -0.3782 0.084
H 1.657311 -0.482226 -0.412173 -0.0225 -0.2454 0.2390 0.121
H 0.207803 -1.530272 -0.071886 0.0257 -0.8033 -0.0665 0.098
H -0.756919 1.002331 -0.390428 -0.0361 -0.1586 -1.0116 0.118
H -1.143327 0.762430 -2.702469 1.0287 0.0628 -0.2085 0.136
```
Forces are in eV/Å.